DFT (the ωB97M-V functional and the def2-TZVPD basis) results for a structure of composition C35H52OP4Sc in a non-equilibrium geometry.

```
! wB97M-V def2-TZVPD RIJCOSX def2/J DEFGRID3
* xyz 3 1
Sc -0.801 -0.013 -0.633
P -2.062 -1.781 0.979
P -0.157 -2.222 -1.973
P -3.434 0.635 -1.151
H 0.814 3.060 3.570
C -0.241 3.085 3.251
C -1.233 2.979 4.331
H -1.117 2.221 5.095
C -1.005 -2.925 1.939
C -3.286 -3.007 0.376
C -3.022 -0.981 2.318
C 1.361 -1.908 -2.940
C 0.111 -3.974 -1.526
C -1.403 -2.353 -3.303
C -3.882 2.201 -0.307
C -5.016 -0.281 -0.953
C -3.632 1.153 -2.899
H -0.443 4.006 2.676
H -2.033 3.711 4.364
H -0.275 -2.374 2.543
H -0.471 -3.604 1.265
H -1.640 -3.521 2.609
H -2.792 -3.803 -0.192
H -4.043 -2.540 -0.260
H -3.782 -3.447 1.251
H -2.356 -0.552 3.075
H -3.649 -1.747 2.792
H -3.666 -0.180 1.933
H 1.616 -2.806 -3.519
H 2.196 -1.675 -2.266
H 1.208 -1.067 -3.628
H 0.211 -4.554 -2.455
H -0.735 -4.367 -0.950
H 1.031 -4.080 -0.936
H -1.181 -3.235 -3.919
H -1.391 -1.452 -3.932
H -2.405 -2.466 -2.868
H -4.944 2.430 -0.483
H -3.263 3.019 -0.695
H -3.706 2.112 0.774
H -5.842 0.357 -1.299
H -5.195 -0.556 0.094
H -5.000 -1.191 -1.565
H -4.689 1.390 -3.084
H -3.324 0.335 -3.563
H -3.017 2.034 -3.124
C -0.324 1.824 -3.049
C -0.201 1.671 -4.437
C -0.372 2.799 -5.247
C -0.636 4.045 -4.671
C -0.683 4.194 -3.280
C -0.453 3.092 -2.456
O -0.445 0.695 -2.287
H -0.353 2.238 2.470
H -0.023 0.672 -4.831
H -0.287 2.695 -6.329
H -0.806 4.908 -5.319
H -0.888 5.169 -2.834
H -0.431 3.182 -1.364
C 4.733 -3.422 -0.194
C 3.534 -3.758 0.444
C 2.607 -2.767 0.756
C 2.841 -1.422 0.403
C 4.048 -1.096 -0.235
C 4.988 -2.088 -0.524
P 1.550 -0.177 0.831
C 1.570 -0.394 2.663
C 0.407 -0.113 3.407
C 0.389 -0.237 4.791
C 1.547 -0.636 5.472
C 2.711 -0.903 4.752
C 2.728 -0.784 3.358
C 2.455 1.409 0.615
C 3.004 2.122 1.691
C 3.660 3.337 1.468
C 3.760 3.859 0.175
C 3.205 3.156 -0.903
C 2.569 1.937 -0.688
H 5.463 -4.198 -0.430
H 3.329 -4.796 0.713
H 1.700 -3.030 1.304
H 4.271 -0.058 -0.485
H 5.928 -1.813 -1.004
H -0.502 0.220 2.897
H -0.530 -0.008 5.335
H 1.531 -0.730 6.560
H 3.621 -1.211 5.270
H 3.648 -1.001 2.813
H 2.931 1.726 2.705
H 4.094 3.874 2.313
H 4.266 4.809 0.003
H 3.274 3.557 -1.916
H 2.154 1.385 -1.538
*
```

Highest occupied orbital energy (eV): -15.4
Gap between HOMO and LUMO (eV): 3.2
Energy relative to the best compared isomer or geometry (same formula, charge and spin) (kcal/mol): 0.00
LUMO energy (eV): -12.183
Calculated total energy (hartree): -3565.34293

Results of the Mulliken charge analysis, in e, for atoms 1 through 2: number 1, Sc, carries -2.1139; number 2, P, carries 0.9933

***

DFT (the ωB97M-V functional and the def2-TZVPD basis) results for the molecule C4H7ClO in a non-equilibrium geometry.

```
! wB97M-V def2-TZVPD RIJCOSX def2/J DEFGRID3
* xyz 0 1
C 1.287 -1.888 0.444
C 0.459 -0.712 -0.110
Cl -1.401 -0.952 -0.190
C 0.667 0.575 0.594
C 0.005 1.665 -0.274
O 0.406 2.840 -0.343
H 2.183 -2.026 -0.178
H 1.398 -1.657 1.457
H 0.755 -2.825 0.451
H 0.893 -0.562 -1.061
H 1.535 0.827 1.042
H -0.024 0.582 1.379
H -0.685 1.284 -1.047
*
```

SMILES: C[C@@H](Cl)CC=O
Highest occupied orbital energy (eV): -9.8
Gap between HOMO and LUMO (eV): 10.6
Energy relative to the best compared isomer or geometry (same formula, charge and spin) (kcal/mol): 33.63
LUMO energy (eV): 0.854
Calculated total energy (hartree): -691.99232

Results of the natural (NBO) charge analysis, in e, for atoms 1 through 2: number 1, C, carries -0.6250; number 2, C, carries -0.1168

***

DFT (the ωB97M-V functional and the def2-TZVPD basis) results for a cluster of 2 separate species, C5H14O2Si in total in a non-equilibrium geometry.

```
! wB97M-V def2-TZVPD RIJCOSX def2/J DEFGRID3
* xyz 0 1
C -2.362 1.247 0.696
C -0.446 -0.523 -1.593
C -0.947 -1.668 0.550
C -0.897 0.917 0.579
C -0.640 -0.354 -0.105
O 2.964 1.468 -0.017
O 1.539 -0.659 0.642
Si 2.916 -0.181 -0.051
H -2.695 1.735 -0.244
H -2.297 1.915 1.532
H -2.965 0.391 0.913
H 0.548 -0.965 -1.719
H -1.173 -1.180 -2.105
H -0.569 0.485 -1.888
H -0.765 -1.604 1.661
H -1.897 -1.922 0.319
H -0.139 -2.250 0.067
H -0.699 0.784 1.631
H -0.240 1.734 0.256
H 3.714 1.816 -0.469
H 4.042 -0.659 0.809
H 3.007 -0.529 -1.463
*
```

Highest occupied orbital energy (eV): -8.9
Gap between HOMO and LUMO (eV): 8.3
Energy relative to the best compared isomer or geometry (same formula, charge and spin) (kcal/mol): 54.02
LUMO energy (eV): -0.554
Calculated total energy (hartree): -638.83630

Results of the natural (NBO) charge analysis, in e, for atoms 1 through 2: number 1, C, carries -0.5819; number 2, C, carries -0.7537

***

DFT (the ωB97M-V functional and the def2-TZVPD basis) results for a structure of composition C30H46BrN3P2Ti in a non-equilibrium geometry.

```
! wB97M-V def2-TZVPD RIJCOSX def2/J DEFGRID3
* xyz 4 1
N 8.486 -3.501 -2.553
C 8.442 -2.352 -1.886
C 7.252 -1.641 -1.717
C 6.017 -2.164 -2.211
C 6.119 -3.400 -2.926
C 7.373 -4.005 -3.087
C 4.775 -1.458 -1.933
Ti 1.732 -0.839 -0.793
P -3.527 -2.362 2.406
C 3.499 -2.066 -1.823
C 2.985 -2.353 -0.496
C 1.725 -3.019 -0.407
C 1.143 -3.220 0.853
C 1.681 -2.569 1.971
C 2.493 -1.441 1.737
C 3.265 -1.410 0.559
Br 1.050 -2.972 3.700
H 4.887 -0.389 -1.680
H 3.169 -2.756 -2.599
H 7.282 -0.694 -1.180
H 5.259 -3.887 -3.388
H 9.377 -1.989 -1.449
H 7.479 -4.948 -3.635
H 1.375 -3.576 -1.283
H 4.135 -0.769 0.448
H 0.304 -3.917 0.955
H 2.583 -0.659 2.491
P -0.402 -0.821 -2.293
C -2.482 -2.560 3.889
C -3.146 -3.391 4.983
H -2.282 -1.546 4.257
H -1.526 -2.995 3.570
H -2.517 -3.401 5.881
H -4.114 -2.960 5.260
H -3.317 -4.430 4.681
C -2.863 -3.497 1.148
C -3.947 -4.509 0.747
H -1.997 -4.000 1.604
H -2.537 -2.900 0.284
H -3.524 -5.291 0.105
H -4.391 -5.000 1.624
H -4.772 -4.029 0.204
C -3.189 -0.663 1.872
C -4.432 0.195 2.144
H -2.933 -0.684 0.804
H -2.330 -0.313 2.462
H -4.534 0.998 1.408
H -5.356 -0.396 2.107
H -4.385 0.662 3.132
C -1.717 0.394 -2.777
C -1.889 0.729 -4.261
H -1.556 1.310 -2.195
H -2.658 -0.040 -2.400
H -1.105 1.396 -4.640
H -1.938 -0.160 -4.904
H -2.840 1.262 -4.384
C -1.406 -2.364 -2.500
C -0.678 -3.577 -3.062
H -2.252 -2.088 -3.150
H -1.833 -2.600 -1.512
H -0.162 -3.361 -4.011
H 0.038 -3.985 -2.338
H -1.414 -4.374 -3.249
C 0.751 -0.776 -3.720
C 1.552 0.520 -3.896
H 0.091 -0.949 -4.584
H 1.435 -1.634 -3.672
H 2.635 0.340 -3.797
H 1.378 0.918 -4.910
H 1.290 1.320 -3.185
N 1.412 5.300 1.139
C 1.351 4.003 0.723
C 0.769 3.608 -0.501
C 0.787 2.261 -0.852
N 1.451 1.301 -0.123
C 1.763 1.664 1.152
C 1.802 2.978 1.581
H 1.135 6.082 0.565
H 1.850 5.523 2.025
H 0.299 4.342 -1.157
H 0.226 1.912 -1.723
H 1.966 0.865 1.853
H 2.168 3.224 2.586
*
```

Highest occupied orbital energy (spin up / spin down) (eV): -17.4 / -17.4
Gap between HOMO and LUMO (spin up / spin down) (eV): 2.6 / 2.6
LUMO energy (spin up / spin down) (eV): -14.871 / -14.846
Calculated total energy (hartree): -5439.48786

Results of the Mulliken charge analysis, in e, for atoms 1 through 2: number 1, N, carries -0.3685; number 2, C, carries -0.4087

***

DFT (the ωB97M-V functional and the def2-TZVPD basis) results for a cluster of 2 separate species, C5H14N2O in total in a non-equilibrium geometry.

```
! wB97M-V def2-TZVPD RIJCOSX def2/J DEFGRID3
* xyz 0 1
C 1.975 1.212 1.165
N 2.118 -0.168 0.768
N 2.301 -0.396 -0.460
O 1.773 0.288 -1.398
H 2.906 1.512 1.648
H 1.179 1.273 1.903
H 1.777 1.892 0.334
H 2.383 -1.408 -0.653
C -0.965 -1.521 -0.993
C -0.790 -0.192 -0.269
C -1.057 -0.349 1.220
C -1.690 0.889 -0.862
H -2.010 -1.837 -0.979
H -0.343 -2.287 -0.531
H -0.645 -1.431 -2.031
H 0.309 0.219 -0.644
H -2.073 -0.720 1.385
H -0.997 0.602 1.748
H -0.376 -1.067 1.675
H -2.743 0.631 -0.727
H -1.528 1.846 -0.369
H -1.502 1.011 -1.928
*
```

SMILES: C/N=[NH+]\[O-].CC(C)C
Highest occupied orbital energy (spin up / spin down) (eV): -9.4 / -9.4
Gap between HOMO and LUMO (spin up / spin down) (eV): 9.5 / 9.5
Energy relative to the best compared isomer or geometry (same formula, charge and spin) (kcal/mol): 112.03
LUMO energy (spin up / spin down) (eV): 0.103 / 0.102
Calculated total energy (hartree): -383.52218

Results of the natural (NBO) charge analysis, in e, for atoms 1 through 2: number 1, C, carries -0.4886; number 2, N, carries -0.1859

***

DFT (the ωB97M-V functional and the def2-TZVPD basis) results for a structure of composition C13H27ClHfIN2OP2 in a non-equilibrium geometry.

```
! wB97M-V def2-TZVPD RIJCOSX def2/J DEFGRID3
* xyz 3 1
C -0.081 3.386 -0.803
C 0.191 2.006 -0.188
H -1.237 3.468 -1.066
H 0.546 3.770 -1.718
H 0.215 4.174 -0.012
O -0.698 1.102 -0.575
I 2.626 -1.166 0.250
Hf -0.695 -0.838 0.206
P -0.106 0.581 2.489
C -1.252 -0.065 3.790
C 1.506 0.424 3.397
H 1.431 0.954 4.378
H -0.339 2.610 3.792
H 2.310 0.876 2.800
H 0.454 2.938 2.174
H -1.145 -1.162 3.852
H 1.741 -0.636 3.540
C -0.360 2.398 2.704
H -1.022 0.414 4.771
H -1.336 2.666 2.262
H -2.287 0.145 3.497
P 0.146 -0.971 -2.492
C -1.144 -2.100 -3.133
C -0.030 0.490 -3.625
H 2.550 -1.013 -2.587
H 1.803 -1.691 -4.089
H 1.866 -2.636 -2.525
C 1.760 -1.653 -2.988
H 0.702 1.280 -3.317
H 0.183 0.122 -4.654
H -0.813 -2.445 -4.136
H -2.090 -1.535 -3.208
H -1.059 0.890 -3.542
H -1.301 -2.924 -2.405
Cl 2.136 1.247 -0.454
N -1.313 -3.691 -0.244
C -2.405 -3.161 0.361
C -3.672 -3.745 0.562
C -4.725 -3.025 1.081
C -4.526 -1.616 1.362
C -3.292 -1.039 1.060
N -2.223 -1.821 0.637
H -0.381 -3.233 -0.202
H -1.268 -4.653 -0.590
H -3.858 -4.811 0.298
H -5.744 -3.425 1.346
H -5.351 -0.983 1.793
H -3.120 0.006 1.205
*
```

Highest occupied orbital energy (eV): -16.6
Gap between HOMO and LUMO (eV): 4.8
LUMO energy (eV): -11.795
Calculated total energy (hartree): -2183.76811

Results of the natural (NBO) charge analysis, in e, for atoms 1 through 2: number 1, C, carries -0.8220; number 2, C, carries 0.5521

***

DFT (the ωB97M-V functional and the def2-TZVPD basis) results for a cluster of 3 separate species, C18H37ClO8 in total in a non-equilibrium geometry.

```
! wB97M-V def2-TZVPD RIJCOSX def2/J DEFGRID3
* xyz 0 1
C 5.071 -0.098 0.535
C 4.590 -0.567 -0.815
O 4.409 -1.966 -0.803
C 3.122 -2.437 -1.061
C 2.088 -2.022 -0.030
C 0.906 -2.968 -0.080
O 1.015 -3.831 1.074
C 0.481 -3.126 2.109
O 0.702 -3.337 3.342
O -0.380 -2.206 1.615
C -0.487 -2.452 0.207
C -1.239 -1.425 -0.605
C -0.591 -0.115 -1.017
C -0.471 0.881 0.115
Cl -1.663 0.581 -2.306
H 5.486 -0.937 1.068
H 4.287 0.356 1.118
H 5.861 0.624 0.417
H 5.324 -0.331 -1.571
H 3.679 -0.052 -1.092
H 2.795 -2.172 -2.064
H 3.202 -3.514 -1.038
H 1.807 -0.995 -0.175
H 2.564 -2.072 0.935
H 0.889 -3.515 -1.010
H -1.096 -3.346 0.117
H -2.111 -1.159 -0.025
H -1.605 -1.921 -1.487
H 0.340 -0.258 -1.529
H -0.264 0.341 1.026
H -1.396 1.413 0.239
H 0.326 1.581 -0.073
C 1.164 3.612 2.271
O 2.451 3.088 2.014
C 3.399 4.094 1.698
C 4.277 4.436 2.878
O 3.539 5.015 3.939
C 3.233 4.109 4.983
H 0.571 2.832 2.745
H 1.209 4.480 2.931
H 0.680 3.902 1.332
H 2.893 4.994 1.336
H 4.029 3.715 0.890
H 5.026 5.167 2.559
H 4.802 3.540 3.221
H 4.121 3.894 5.586
H 2.827 3.171 4.596
H 2.486 4.584 5.615
C -7.621 -1.925 -3.686
O -6.966 -0.686 -3.493
C -6.587 -0.442 -2.151
C -5.125 -0.735 -1.911
O -4.820 -2.112 -2.074
C -4.237 -2.414 -3.328
H -7.650 -2.114 -4.757
H -7.090 -2.742 -3.194
H -8.649 -1.885 -3.308
H -7.205 -1.031 -1.466
H -6.770 0.617 -1.946
H -4.878 -0.465 -0.879
H -4.505 -0.129 -2.573
H -3.198 -2.065 -3.372
H -4.796 -1.963 -4.150
H -4.252 -3.497 -3.441
*
```

SMILES: CCOCC[C@H]1OC(=O)O[C@H]1C[C@H](C)Cl.COCCOC.COCCOC
Highest occupied orbital energy (eV): -9.4
Gap between HOMO and LUMO (eV): 9.8
LUMO energy (eV): 0.445
Calculated total energy (hartree): -1770.04453

Results of the natural (NBO) charge analysis, in e, for atoms 1 through 2: number 1, C, carries -0.6404; number 2, C, carries -0.0667